1.
Computed, not measured: a 9-piece molecular cluster, C63H138N6O9 overall in a non-equilibrium geometry, with the ωB97M-V functional and the def2-TZVPD basis.

Calculated values
**Max |F|**: 3.054 eV Å⁻¹
**Net charge**: 0
**Relative energy (zero: lowest compared OMol25 entry of this formula, charge and spin)**: 344.8 kJ/mol
**SMILES**: CC1(C)CCCC(C)(C)N1O.CC1(C)CCCC(C)(C)N1O.CC1(C)CCCC(C)(C)N1O.CC1(C)CCCC(C)(C)N1O.CC1(C)CCCC(C)(C)N1O.CC1(C)CCCC(C)(C)N1O.CC(C)O.CC(C)O.CC(C)O
**LUMO**: 0.48 eV
**Molecular weight**: 1123.83 g/mol

CARTESIAN COORDINATES (ANGSTROEM)
C1 -2.16 -0.37 1.85
C2 -1.35 0.13 0.66
C3 -2.14 1.19 -0.15
C4 -0.01 0.68 1.20
C5 1.02 0.95 0.09
C6 1.39 -0.28 -0.74
C7 0.04 -0.99 -1.26
C8 -0.37 -0.24 -2.54
C9 0.41 -2.41 -1.67
N1 -1.09 -1.02 -0.25
O1 -2.22 -1.82 -0.65
H1 -1.92 -1.36 2.24
H2 -2.05 0.29 2.72
H3 -3.22 -0.49 1.64
H4 -2.43 2.03 0.48
H5 -1.66 1.62 -1.03
H6 -3.03 0.67 -0.50
H7 -0.25 1.65 1.63
H8 0.31 0.07 2.04
H9 0.74 1.73 -0.62
H10 1.91 1.38 0.54
H11 1.96 -0.98 -0.13
H12 2.00 -0.06 -1.61
H13 -1.37 -0.55 -2.82
H14 0.34 -0.38 -3.36
H15 -0.43 0.84 -2.42
H16 1.22 -2.53 -2.39
H17 -0.34 -2.97 -2.24
H18 0.54 -3.09 -0.83
H19 -2.23 -2.52 -0.01
C10 5.78 -7.77 -1.27
C11 4.71 -7.34 -0.21
C12 5.14 -7.76 1.23
C13 4.59 -5.74 -0.40
C14 3.28 -5.28 0.21
C15 2.09 -5.94 -0.46
C16 2.06 -7.51 -0.27
C17 1.63 -7.74 1.19
C18 1.00 -8.08 -1.26
N2 3.40 -7.99 -0.67
O2 3.38 -9.39 -0.72
H20 6.21 -8.75 -1.04
H21 5.34 -7.82 -2.26
H22 6.64 -7.10 -1.25
H23 6.06 -7.20 1.40
H24 4.40 -7.41 1.95
H25 5.20 -8.84 1.24
H26 5.48 -5.24 -0.02
H27 4.51 -5.48 -1.46
H28 3.29 -5.45 1.29
H29 3.09 -4.21 0.09
H30 2.18 -5.79 -1.54
H31 1.15 -5.44 -0.23
H32 1.76 -8.75 1.56
H33 0.59 -7.44 1.26
H34 2.16 -7.09 1.90
H35 1.05 -9.17 -1.25
H36 1.26 -7.81 -2.28
H37 0.09 -7.59 -0.91
H38 3.68 -9.65 -1.59
C19 2.41 8.13 2.66
C20 2.39 7.34 3.99
C21 3.61 7.80 4.78
C22 1.20 7.77 4.82
C23 -0.14 7.17 4.33
C24 -0.04 5.58 4.29
C25 1.16 5.11 3.40
C26 1.40 3.65 3.77
C27 0.71 5.10 1.87
N3 2.41 5.86 3.73
O3 3.48 5.41 2.92
H39 3.35 7.95 2.13
H40 1.59 8.00 1.96
H41 2.36 9.21 2.85
H42 4.62 7.52 4.46
H43 3.59 8.80 5.20
H44 3.58 7.25 5.72
H45 1.34 7.25 5.76
H46 1.20 8.84 5.02
H47 -0.91 7.66 4.93
H48 -0.30 7.50 3.30
H49 -0.98 5.22 3.87
H50 0.11 5.16 5.29
H51 2.27 3.23 3.26
H52 0.55 3.00 3.54
H53 1.52 3.45 4.83
H54 1.48 4.66 1.24
H55 0.59 6.14 1.56
H56 -0.26 4.64 1.65
H57 3.96 4.89 3.58
C28 -6.13 0.28 -4.40
C29 -5.11 0.83 -3.27
C30 -3.69 0.81 -3.84
C31 -5.35 2.27 -2.85
C32 -6.66 2.60 -2.08
C33 -6.52 1.74 -0.79
C34 -6.25 0.25 -0.95
C35 -5.86 -0.24 0.49
C36 -7.55 -0.55 -1.47
N4 -5.13 0.09 -1.97
O4 -4.70 -1.21 -2.05
H58 -5.87 0.55 -5.43
H59 -6.31 -0.77 -4.21
H60 -7.11 0.72 -4.23
H61 -3.38 -0.15 -4.24
H62 -3.73 1.57 -4.62
H63 -2.95 1.12 -3.10
H64 -4.49 2.55 -2.25
H65 -5.24 2.92 -3.71
H66 -6.66 3.62 -1.69
H67 -7.59 2.44 -2.62
H68 -7.41 1.89 -0.19
H69 -5.76 2.24 -0.19
H70 -5.64 -1.31 0.52
H71 -6.61 -0.22 1.28
H72 -4.95 0.27 0.79
H73 -7.94 -0.44 -2.48
H74 -8.33 -0.48 -0.71
H75 -7.29 -1.61 -1.53
H76 -3.85 -1.24 -1.60
C37 -4.73 1.54 4.17
C38 -4.82 3.07 3.79
C39 -3.99 3.80 4.87
C40 -4.11 3.25 2.45
C41 -4.30 4.62 1.78
C42 -5.85 4.97 1.65
C43 -6.57 4.92 3.00
C44 -6.18 6.15 3.86
C45 -8.10 4.89 2.64
N5 -6.23 3.53 3.59
O5 -6.93 3.39 4.74
H77 -5.39 1.36 5.02
H78 -5.09 0.88 3.38
H79 -3.71 1.28 4.42
H80 -4.44 3.87 5.86
H81 -2.96 3.42 4.95
H82 -3.92 4.85 4.61
H83 -3.07 2.97 2.57
H84 -4.43 2.42 1.82
H85 -3.65 5.33 2.30
H86 -3.86 4.55 0.79
H87 -6.31 4.31 0.91
H88 -5.97 5.99 1.28
H89 -6.77 7.04 3.62
H90 -5.15 6.51 3.81
H91 -6.33 6.01 4.93
H92 -8.29 4.20 1.82
H93 -8.41 5.87 2.26
H94 -8.66 4.71 3.55
H95 -7.29 2.50 4.68
C46 7.67 1.53 -2.05
C47 7.02 0.71 -3.19
C48 6.51 1.68 -4.23
C49 8.09 -0.31 -3.69
C50 7.60 -1.44 -4.53
C51 6.41 -2.27 -3.88
C52 5.31 -1.36 -3.32
C53 4.31 -0.95 -4.49
C54 4.51 -2.32 -2.29
N6 5.92 -0.16 -2.63
O6 4.98 0.57 -1.94
H96 7.81 0.96 -1.13
H97 8.62 1.99 -2.32
H98 7.03 2.33 -1.68
H99 5.66 2.25 -3.87
H100 7.20 2.42 -4.65
H101 6.11 1.19 -5.12
H102 8.78 0.18 -4.38
H103 8.67 -0.74 -2.87
H104 7.07 -1.06 -5.41
H105 8.41 -2.13 -4.75
H106 6.77 -3.02 -3.18
H107 5.90 -2.72 -4.72
H108 4.84 -0.37 -5.25
H109 3.52 -0.28 -4.16
H110 3.83 -1.72 -5.08
H111 3.79 -3.03 -2.69
H112 3.99 -1.66 -1.59
H113 5.27 -2.79 -1.67
H114 4.31 0.85 -2.57
C55 -1.69 -3.62 -6.12
C56 -0.79 -2.79 -6.99
C57 -0.25 -1.68 -6.10
O7 0.30 -3.49 -7.61
H115 -1.23 -4.48 -5.64
H116 -2.40 -4.08 -6.81
H117 -2.34 -3.12 -5.40
H118 -1.35 -2.35 -7.82
H119 -1.08 -1.18 -5.60
H120 0.32 -0.83 -6.45
H121 0.43 -2.10 -5.36
H122 0.75 -2.93 -8.25
C58 -0.73 -4.31 2.18
C59 -1.99 -4.85 1.46
C60 -2.71 -6.02 2.10
O8 -3.00 -3.88 1.20
H123 -0.27 -3.47 1.66
H124 0.10 -4.99 2.39
H125 -1.07 -3.98 3.16
H126 -1.55 -5.21 0.53
H127 -3.62 -6.34 1.59
H128 -3.00 -5.78 3.12
H129 -1.99 -6.83 2.16
H130 -3.57 -3.90 1.97
C61 4.79 -1.28 1.76
C62 4.10 0.00 2.08
C63 4.27 0.38 3.49
O9 4.53 1.03 1.19
H131 4.67 -1.58 0.72
H132 4.45 -2.08 2.42
H133 5.87 -1.15 1.90
H134 3.02 -0.10 1.93
H135 5.29 0.70 3.69
H136 4.01 -0.40 4.21
H137 3.72 1.29 3.75
H138 4.56 0.68 0.30

2.
Computed, not measured: a 21-piece molecular cluster, C63H147N21O21 overall in a non-equilibrium geometry, with the ωB97M-V functional and the def2-TZVPD basis.

Calculated values
**Max |F|**: 6.052 eV Å⁻¹
**Net charge**: 0
**Relative energy (zero: lowest compared OMol25 entry of this formula, charge and spin)**: 269.3 kJ/mol
**LUMO**: 0.05 eV
**Molecular weight**: 1534.99 g/mol

CARTESIAN COORDINATES (ANGSTROEM)
C1 -8.90 -9.07 27.53
C2 -8.86 -7.63 27.90
O1 -9.83 -7.25 28.54
N1 -7.88 -6.86 27.46
C3 -7.83 -5.45 27.70
H1 -8.27 -9.71 28.14
H2 -8.66 -9.15 26.47
H3 -9.94 -9.39 27.58
H4 -7.15 -7.24 26.87
H5 -7.15 -5.34 28.55
H6 -8.80 -5.01 27.92
H7 -7.46 -4.98 26.78
C4 -6.94 -4.91 32.28
C5 -6.29 -6.07 31.56
O2 -5.55 -5.82 30.66
N2 -6.63 -7.32 31.84
C6 -7.31 -7.85 32.98
H8 -6.23 -4.50 33.00
H9 -7.85 -5.14 32.83
H10 -7.19 -4.10 31.58
H11 -6.17 -7.99 31.24
H12 -6.98 -7.36 33.90
H13 -7.01 -8.90 33.09
H14 -8.37 -7.64 32.82
C7 -15.54 -5.04 28.41
C8 -14.46 -4.76 29.48
O3 -13.40 -4.14 29.18
N3 -14.66 -5.08 30.75
C9 -15.74 -5.87 31.31
H15 -16.51 -5.32 28.81
H16 -15.21 -5.76 27.66
H17 -15.75 -4.18 27.79
H18 -13.90 -4.79 31.35
H19 -15.83 -5.71 32.39
H20 -15.42 -6.91 31.22
H21 -16.71 -5.87 30.82
C10 -6.96 0.58 22.84
C11 -7.82 1.63 22.12
O4 -8.34 2.56 22.71
N4 -7.89 1.52 20.77
C12 -8.76 2.39 20.01
H22 -6.69 0.89 23.85
H23 -5.98 0.50 22.38
H24 -7.39 -0.42 22.88
H25 -7.30 0.93 20.21
H26 -9.66 2.69 20.54
H27 -9.06 1.98 19.05
H28 -8.19 3.29 19.79
C13 -14.36 -1.20 22.83
C14 -12.91 -1.10 22.69
O5 -12.14 -1.83 23.32
N5 -12.52 -0.05 21.92
C15 -11.10 0.18 21.56
H29 -14.88 -1.06 21.89
H30 -14.68 -0.54 23.64
H31 -14.76 -2.15 23.20
H32 -13.27 0.33 21.38
H33 -10.45 -0.61 21.95
H34 -10.76 1.18 21.83
H35 -11.08 0.14 20.47
C16 -16.04 1.33 26.14
C17 -14.86 0.45 26.43
O6 -13.82 0.93 26.86
N6 -15.06 -0.89 26.41
C18 -14.05 -1.88 26.73
H36 -15.69 2.09 25.44
H37 -16.45 1.81 27.03
H38 -16.91 0.78 25.77
H39 -16.00 -1.17 26.17
H40 -14.17 -2.85 26.25
H41 -14.03 -2.05 27.80
H42 -13.06 -1.53 26.44
C19 -5.50 -2.45 24.48
C20 -4.25 -1.71 24.00
O7 -4.20 -1.29 22.85
N7 -3.28 -1.48 24.90
C21 -2.08 -0.71 24.62
H43 -5.38 -3.19 25.27
H44 -5.93 -3.01 23.65
H45 -6.34 -1.82 24.76
H46 -3.54 -1.59 25.87
H47 -2.31 0.19 24.06
H48 -1.33 -1.39 24.19
H49 -1.69 -0.50 25.62
C22 -13.66 0.44 30.39
C23 -12.40 1.26 30.23
O8 -11.69 1.51 31.18
N8 -12.11 1.57 29.00
C24 -10.91 2.19 28.58
H50 -14.58 0.75 29.89
H51 -14.02 0.44 31.42
H52 -13.50 -0.64 30.31
H53 -12.74 1.37 28.24
H54 -10.40 2.54 29.48
H55 -11.02 3.07 27.95
H56 -10.26 1.48 28.06
C25 -10.35 0.72 24.98
C26 -9.46 -0.46 25.29
O9 -8.37 -0.35 25.94
N9 -9.92 -1.66 24.93
C27 -9.17 -2.89 24.92
H57 -11.32 0.43 24.59
H58 -9.92 1.50 24.36
H59 -10.55 1.20 25.94
H60 -10.68 -1.58 24.27
H61 -9.82 -3.74 25.11
H62 -8.36 -2.87 25.65
H63 -8.81 -3.00 23.89
C28 -7.79 -0.95 33.87
C29 -6.32 -1.10 33.85
O10 -5.57 -0.41 33.18
N10 -5.85 -2.18 34.56
C30 -4.46 -2.60 34.53
H64 -8.00 -0.46 34.82
H65 -8.27 -1.93 33.87
H66 -8.17 -0.37 33.03
H67 -6.52 -2.80 34.98
H68 -3.88 -1.88 35.11
H69 -4.08 -2.58 33.51
H70 -4.41 -3.58 34.99
C31 -11.38 -2.07 33.12
C32 -11.45 -3.38 32.36
O11 -12.44 -4.06 32.53
N11 -10.46 -3.67 31.52
C33 -10.43 -4.89 30.72
H71 -12.22 -1.42 32.86
H72 -10.47 -1.50 32.93
H73 -11.49 -2.24 34.19
H74 -9.74 -2.98 31.37
H75 -10.63 -4.66 29.67
H76 -11.10 -5.67 31.07
H77 -9.41 -5.29 30.78
C34 -3.90 -4.76 27.64
C35 -2.83 -5.59 28.37
O12 -1.85 -5.92 27.69
N12 -3.07 -6.02 29.62
C36 -2.09 -6.79 30.41
H78 -3.57 -4.33 26.69
H79 -4.11 -4.01 28.40
H80 -4.73 -5.44 27.48
H81 -3.99 -5.84 30.00
H82 -1.27 -7.19 29.80
H83 -2.55 -7.65 30.89
H84 -1.61 -6.16 31.16
C37 -10.02 6.22 28.36
C38 -9.92 5.68 26.95
O13 -10.67 6.09 26.05
N13 -9.01 4.72 26.76
C39 -8.76 4.04 25.48
H85 -10.23 7.28 28.26
H86 -9.06 6.15 28.87
H87 -10.76 5.73 28.99
H88 -8.48 4.50 27.59
H89 -7.93 4.50 24.95
H90 -9.63 4.01 24.83
H91 -8.56 2.98 25.66
C40 -0.99 0.19 28.42
C41 -2.27 -0.66 28.66
O14 -2.62 -1.44 27.84
N14 -2.75 -0.59 29.93
C42 -3.87 -1.24 30.50
H92 -1.15 0.75 27.50
H93 -0.12 -0.46 28.31
H94 -0.73 0.86 29.24
H95 -2.30 0.02 30.60
H96 -4.33 -2.02 29.90
H97 -4.62 -0.48 30.69
H98 -3.67 -1.77 31.44
C43 -11.78 -5.26 26.20
C44 -12.63 -6.46 26.34
O15 -13.72 -6.42 25.78
N15 -12.19 -7.55 26.94
C45 -12.86 -8.86 27.00
H99 -11.88 -4.55 27.02
H100 -12.09 -4.73 25.29
H101 -10.74 -5.59 26.12
H102 -11.27 -7.51 27.35
H103 -12.73 -9.17 25.96
H104 -13.93 -8.76 27.16
H105 -12.41 -9.64 27.62
C46 -16.20 -1.62 30.12
C47 -17.58 -2.19 30.33
O16 -17.75 -2.80 31.37
N16 -18.52 -2.19 29.42
C48 -19.85 -2.77 29.58
H106 -15.97 -1.73 29.06
H107 -15.34 -1.99 30.69
H108 -16.29 -0.56 30.39
H109 -18.29 -1.84 28.50
H110 -20.25 -2.97 28.58
H111 -20.49 -1.96 29.94
H112 -19.96 -3.57 30.30
C49 -5.21 3.63 26.09
C50 -3.90 2.87 25.98
O17 -2.84 3.51 25.90
N17 -3.99 1.54 26.13
C51 -5.11 0.80 26.74
H113 -6.11 3.04 25.95
H114 -5.18 4.42 25.34
H115 -5.36 3.98 27.11
H116 -3.12 1.04 26.18
H117 -5.52 1.25 27.65
H118 -4.82 -0.21 27.05
H119 -5.95 0.71 26.05
C52 -11.15 1.11 34.89
C53 -12.02 0.25 35.73
O18 -13.17 -0.10 35.32
N18 -11.47 -0.20 36.83
C54 -12.08 -1.16 37.76
H120 -11.38 1.09 33.83
H121 -10.10 0.84 34.98
H122 -11.30 2.09 35.34
H123 -10.48 -0.04 36.93
H124 -12.26 -0.68 38.73
H125 -11.40 -2.00 37.89
H126 -13.09 -1.49 37.48
C55 -1.92 4.28 33.01
C56 -2.00 3.39 31.72
O19 -1.29 2.37 31.59
N19 -2.82 3.90 30.80
C57 -3.20 3.27 29.52
H127 -0.86 4.43 33.23
H128 -2.47 3.77 33.80
H129 -2.33 5.29 32.89
H130 -3.07 4.86 30.98
H131 -2.50 2.64 28.97
H132 -3.55 4.06 28.85
H133 -4.02 2.58 29.74
C58 -6.70 -2.31 28.70
C59 -8.08 -2.09 29.34
O20 -8.29 -2.23 30.48
N20 -9.06 -1.82 28.44
C60 -10.45 -1.46 28.83
H134 -6.05 -1.45 28.86
H135 -6.78 -2.52 27.63
H136 -6.24 -3.14 29.25
H137 -8.84 -1.65 27.47
H138 -10.91 -0.85 28.05
H139 -10.57 -0.96 29.79
H140 -11.01 -2.40 28.90
C61 -7.72 1.65 30.47
C62 -7.14 3.06 30.13
O21 -7.43 3.57 29.09
N21 -6.38 3.68 30.99
C63 -5.99 3.17 32.33
H141 -6.91 0.92 30.49
H142 -8.42 1.32 29.70
H143 -8.25 1.59 31.42
H144 -5.95 4.53 30.66
H145 -5.15 3.76 32.71
H146 -5.65 2.13 32.33
H147 -6.85 3.27 32.99

no.,frontier orbital gap (eV)
1,8.1225
2,8.7392